No. 1
DFT (the ωB97M-V functional and the def2-TZVPD basis) results for 2 unconnected molecules or ions with the total composition C3H3N3OS in a non-equilibrium geometry.

Last column: Mulliken charge in e.
Element x y z (Å)
N (0.746, -2.147, 0.231)  -0.356
C (1.226, -1.132, 0.055)  0.195
C (1.654, 0.167, -0.206)  0.502
O (0.800, 1.216, -0.515)  -0.473
N (2.959, 0.511, -0.180)  -0.280
S (4.330, -0.341, 0.104)  -0.258
H (-0.006, 0.956, 0.031)  0.380
H (3.122, 1.561, -0.291)  0.309
C (-2.085, -1.478, 0.103)  0.058
N (-1.704, -0.472, -0.335)  -0.417
H (-2.446, -2.396, 0.194)  0.340

As for the net charge: 0. For the maximum force, the calculation gives 6.11 eV Å⁻¹. The electronic energy comes out at -753.7054 Eh. The value obtained for the LUMO energy (spin up / spin down) is -0.80 / -0.94 eV. The SMILES is N#C/C(O)=[NH+]\[S-].C#N. Its HOMO energy (spin up / spin down) is -8.3 / -8.1 eV.

No. 2
DFT (the ωB97M-V functional and the def2-TZVPD basis) results for C16H26N4O2 in the gas phase in a non-equilibrium geometry.

Last column: Mulliken charge in e.
Element x y z (Å)
C (-4.742, -3.115, -0.779)  -0.723
O (-4.381, -2.442, 0.360)  -0.265
C (-4.228, -1.181, 0.281)  0.661
C (-3.985, -0.804, 1.562)  -0.677
C (-3.691, 0.768, 1.761)  -0.813
N (-2.496, 0.969, 1.159)  0.049
C (-2.385, 1.768, -0.313)  0.062
O (-3.391, 2.298, -0.783)  -0.582
C (-0.955, 1.719, -0.873)  1.034
C (-0.682, 0.560, -1.338)  -1.670
C (0.762, 0.217, -2.166)  -1.480
N (1.756, 1.036, -1.129)  0.076
C (2.573, 0.129, -0.616)  0.477
N (2.606, -1.095, -0.734)  -0.319
C (3.614, -1.810, -0.295)  0.821
C (3.512, -3.358, -0.738)  -1.388
C (4.304, -1.472, 0.848)  -1.303
C (4.245, -0.234, 1.140)  0.584
C (5.129, 0.589, 2.143)  -1.418
N (3.264, 0.673, 0.594)  -0.390
C (1.485, 2.249, -0.640)  -1.414
C (0.083, 2.292, -0.089)  -0.805
H (-5.517, -2.675, -1.348)  0.352
H (-3.850, -3.113, -1.494)  0.252
H (-4.847, -4.319, -0.646)  0.224
H (-5.249, -0.561, -0.204)  0.227
H (-3.257, -1.031, -0.356)  -0.404
H (-4.998, -0.818, 2.355)  0.192
H (-3.252, -1.359, 2.179)  0.257
H (-3.449, 1.134, 2.900)  0.348
H (-4.546, 1.515, 1.445)  0.316
H (-1.701, 0.744, 1.420)  0.071
H (-1.112, 2.465, -1.719)  -0.021
H (-0.668, -0.238, -0.617)  0.547
H (-1.383, 0.017, -1.785)  1.283
H (0.725, 1.235, -2.907)  0.253
H (1.086, -0.597, -2.510)  0.778
H (2.692, -3.444, -1.256)  0.469
H (4.538, -3.478, -0.987)  0.404
H (3.309, -3.950, 0.382)  0.202
H (5.050, -1.879, 1.032)  0.773
H (4.767, 1.422, 2.271)  0.511
H (6.135, 0.676, 1.847)  0.324
H (4.836, 0.005, 3.209)  0.233
H (1.414, 3.057, -1.636)  0.235
H (2.233, 2.537, -0.057)  0.793
H (0.248, 1.753, 0.962)  0.194
H (-0.143, 3.212, 0.314)  0.672

As for the net charge: 0. For the maximum force, the calculation gives 17.33 eV Å⁻¹. The electronic energy comes out at -994.1875 Eh. The value obtained for the LUMO energy is 0.47 eV. The SMILES is COCCCNC(=O)C1CCN(c2nc(C)cc(C)n2)CC1. Its HOMO energy is -8.2 eV.

No. 3
DFT (the ωB97M-V functional and the def2-TZVPD basis) results for a molecular structure, C4H4EuO2 in a non-equilibrium geometry.

Last column: Mulliken charge in e.
Element x y z (Å)
C (0.702, -0.790, 2.363)  0.356
O (-0.205, -0.586, 3.085)  -0.048
H (-0.395, -0.634, 4.056)  0.514
C (0.902, -0.395, 0.193)  -0.640
C (-0.083, 0.253, -0.511)  0.042
C (-0.911, 0.192, -1.576)  0.329
O (-0.991, 0.701, -2.683)  -0.584
Eu (-0.432, 2.111, -4.686)  1.918
H (1.863, 0.135, 0.265)  0.389
H (1.122, -1.441, -0.067)  0.437
H (-1.570, 0.454, -0.439)  0.288

As for the net charge: +3. For the maximum force, the calculation gives 4.90 eV Å⁻¹. The electronic energy comes out at -1014.1807 Eh. Its spin multiplicity is 9. The value obtained for the LUMO energy (spin up / spin down) is -12.24 / -13.45 eV. The expectation value of S² is 20.037. Its HOMO energy (spin up / spin down) is -20.4 / -20.6 eV.

No. 4
DFT (the ωB97M-V functional and the def2-TZVPD basis) results for 2 unconnected molecules or ions with the total composition C10H16 in a non-equilibrium geometry.

Last column: Mulliken charge in e.
Element x y z (Å)
C (-3.311, -1.943, -0.131)  -1.077
C (-2.656, -0.818, -0.923)  -0.791
C (-1.293, -0.496, -0.311)  0.685
C (-1.111, 0.492, 0.634)  -0.452
C (0.070, 0.482, 1.388)  -0.584
C (1.077, -0.439, 1.230)  -0.652
C (0.980, -1.237, 0.077)  -0.241
C (-0.183, -1.274, -0.664)  -0.696
H (-3.024, -1.964, 0.920)  0.336
H (-3.238, -2.944, -0.548)  0.309
H (-4.366, -1.684, -0.055)  0.335
H (-2.512, -0.912, -2.000)  0.421
H (-3.210, 0.122, -0.849)  0.346
H (-1.836, 1.243, 0.919)  0.348
H (0.158, 1.277, 2.120)  0.398
H (1.913, -0.673, 1.870)  0.555
H (1.883, -1.694, -0.315)  0.344
H (-0.350, -2.020, -1.433)  0.367
C (3.318, 1.627, 0.035)  -0.885
C (1.939, 1.983, -0.469)  -0.605
H (3.419, 0.670, 0.542)  0.235
H (4.044, 1.549, -0.783)  0.297
H (3.702, 2.413, 0.686)  0.298
H (1.320, 1.216, -0.932)  0.098
H (1.917, 2.628, -1.351)  0.402
H (1.350, 2.394, 0.343)  0.210

As for the net charge: 0. For the maximum force, the calculation gives 2.09 eV Å⁻¹. The electronic energy comes out at -390.5941 Eh. The value obtained for the LUMO energy is 1.00 eV. The SMILES is CCc1ccccc1.CC. Its HOMO energy is -8.9 eV.

No. 5
DFT (the ωB97M-V functional and the def2-TZVPD basis) results for a molecular structure, C23H26CoN3O2Si2.

Last column: Mulliken charge in e.
Element x y z (Å)
Co (0.020, -0.264, -0.029)  -0.598
O (3.461, 3.759, 0.033)  -0.523
C (4.244, 2.719, -0.347)  1.124
C (5.621, 2.885, -0.487)  -0.881
C (6.431, 1.822, -0.838)  -0.416
C (5.880, 0.565, -1.046)  -0.816
C (4.516, 0.397, -0.900)  -0.382
C (3.674, 1.459, -0.568)  0.053
C (2.228, 1.166, -0.452)  0.501
O (1.909, -0.052, -0.196)  -0.519
N (1.345, 2.138, -0.654)  -1.476
N (0.124, 1.590, -0.494)  1.142
C (-0.972, 2.194, -0.768)  -0.313
C (-2.162, 1.379, -0.541)  0.721
C (-3.456, 1.852, -0.681)  -1.046
C (-4.517, 1.003, -0.411)  -0.241
C (-4.257, -0.294, -0.003)  -1.184
C (-2.937, -0.700, 0.113)  -0.123
N (-1.912, 0.102, -0.158)  0.404
H (4.022, 4.526, 0.187)  0.324
H (6.052, 3.865, -0.309)  0.258
H (7.497, 1.977, -0.943)  0.380
H (6.507, -0.274, -1.313)  0.406
H (4.062, -0.574, -1.041)  0.410
H (-1.012, 3.212, -1.139)  0.451
H (-3.620, 2.875, -0.989)  0.443
H (-5.536, 1.354, -0.511)  0.419
H (-5.053, -0.987, 0.229)  0.449
H (-2.683, -1.699, 0.446)  0.556
C (1.647, 0.352, 2.811)  -1.293
Si (0.020, -0.345, 2.178)  1.156
C (-1.344, 0.778, 2.848)  -1.317
C (-0.257, -2.055, 2.922)  0.190
C (-0.455, -2.319, 4.280)  -0.756
C (-0.651, -3.619, 4.720)  -0.597
C (-0.648, -4.669, 3.806)  -0.607
C (-0.443, -4.417, 2.458)  -0.668
C (-0.247, -3.111, 2.003)  0.698
Si (0.123, -2.554, 0.234)  0.661
C (-1.009, -3.531, -0.937)  -1.216
C (1.864, -3.143, -0.200)  -1.278
H (1.629, 0.402, 3.904)  0.403
H (1.834, 1.357, 2.427)  0.279
H (2.477, -0.288, 2.509)  0.274
H (-1.243, 0.848, 3.936)  0.416
H (-2.342, 0.387, 2.638)  0.326
H (-1.276, 1.791, 2.445)  0.313
H (-0.461, -1.508, 5.002)  0.339
H (-0.810, -3.820, 5.772)  0.389
H (-0.805, -5.684, 4.151)  0.390
H (-0.438, -5.246, 1.758)  0.341
H (-0.800, -4.598, -0.816)  0.356
H (-0.818, -3.280, -1.983)  0.346
H (-2.076, -3.387, -0.749)  0.332
H (1.937, -4.231, -0.113)  0.424
H (2.589, -2.692, 0.481)  0.251
H (2.146, -2.860, -1.217)  0.323

As for the net charge: 0. For the maximum force, the calculation gives 0.23 eV Å⁻¹. The electronic energy comes out at -3168.5841 Eh. The value obtained for the LUMO energy (spin up / spin down) is -0.96 / -0.96 eV. Its HOMO energy (spin up / spin down) is -8.0 / -8.0 eV.

Look up the net charge of the fourth one. 0